{
  "formula": "C5H8OS2",
  "method": "the ωB97M-V functional and the def2-TZVPD basis",
  "homo_energy_ev": -8.999,
  "de_lowest_kcal_mol": 35.5,
  "energy_ev": -29031.14046,
  "spin_multiplicity": 1,
  "species": ["H", "H", "H", "C", "H", "C", "H", "S", "H", "C", "H", "C", "O", "S", "H", "C"],
  "xyz": [[-2.27, 1.16, -1.06], [1.06, 2.14, 0.24], [0.51, 0.39, -1.04], [0.23, 0.50, -0.01], [-1.82, -0.33, -1.85], [-2.15, 0.11, -0.92], [-3.18, -0.29, -0.75], [-0.27, -1.81, -0.02], [2.98, -1.24, 1.26], [2.38, -0.77, 0.48], [0.75, -0.46, 1.81], [-1.16, -0.22, 0.15], [0.26, 1.77, 0.53], [3.25, -0.18, -0.72], [-1.53, -0.19, 1.15], [0.95, -0.59, 0.75]]
}